Entry i
Formula: C4H13N3
Source: the Open Molecules 2025 dataset
Level of theory: ωB97M-V with the def2-TZVPD basis set

Values from the calculation:
frontier orbital gap	8.36	eV
HOMO level	-7.4017	eV
M	103.17	Da
lowest unoccupied orbital energy	1.0	eV

Last column: Löwdin charge in e.
Element x y z (Å)
C (-1.156, 0.249, -0.204)  -0.53
C (1.796, 0.895, -0.268)  -0.19
C (1.326, -1.206, 0.609)  -0.24
C (-1.779, -0.368, 1.015)  -0.04
N (1.009, 0.084, 0.637)  -0.19
N (-1.294, 1.613, -0.317)  0.13
N (-1.024, -0.523, -1.277)  0.07
H (-0.803, 2.044, -1.087)  0.09
H (-0.701, -0.026, -2.103)  0.08
H (-0.224, -1.432, -1.058)  0.07
H (-1.169, 2.115, 0.550)  0.10
H (2.861, 0.628, -0.268)  0.07
H (1.449, 0.790, -1.314)  0.06
H (1.714, 1.952, -0.004)  0.06
H (0.876, -1.825, 1.381)  0.06
H (2.329, -1.528, 0.309)  0.07
H (0.609, -1.892, -0.531)  0.08
H (-1.450, 0.148, 1.915)  0.08
H (-1.502, -1.417, 1.081)  0.07
H (-2.867, -0.302, 0.932)  0.09

Entry ii
Formula: C4H13N3
Source: the Open Molecules 2025 dataset
Level of theory: ωB97M-V with the def2-TZVPD basis set

Values from the calculation:
frontier orbital gap	9.66	eV
structure (SMILES)	NCCNCCN
HOMO level	-8.5860	eV
M	103.17	Da
lowest unoccupied orbital energy	1.1	eV

Last column: Löwdin charge in e.
Element x y z (Å)
N (-1.317, 2.324, -1.231)  -0.03
C (-1.521, 0.866, -1.543)  -0.24
C (-1.549, -0.338, -0.480)  -0.17
N (-0.385, -1.032, 0.084)  -0.09
C (0.184, -0.709, 1.309)  -0.32
C (1.633, -1.110, 1.268)  -0.32
N (2.573, -0.228, 0.560)  -0.04
H (-0.541, 2.976, -1.567)  0.09
H (-1.445, 2.500, -0.281)  0.01
H (-2.453, 0.836, -2.155)  0.09
H (-0.832, 0.560, -2.361)  0.10
H (-2.338, -1.084, -0.628)  0.10
H (-1.745, 0.200, 0.488)  0.10
H (0.341, -0.963, -0.547)  0.06
H (-0.330, -1.078, 2.223)  0.12
H (0.235, 0.377, 1.610)  0.13
H (1.720, -2.243, 0.840)  0.15
H (2.005, -1.073, 2.299)  0.11
H (3.362, -0.843, 0.599)  0.04
H (2.404, 0.061, -0.487)  0.11

Energy comparison, zero being the most stable, in hartree: entry i 0.0106; entry ii 0.0000.

Entry i
Formula: C4H13N3
Source: the Open Molecules 2025 dataset
Level of theory: ωB97M-V with the def2-TZVPD basis set

Values from the calculation:
frontier orbital gap	7.64	eV
HOMO level	-6.8971	eV
M	103.17	Da
lowest unoccupied orbital energy	0.7	eV

Last column: Löwdin charge in e.
Element x y z (Å)
C (2.211, 0.599, -0.378)  -0.09
C (-1.371, 0.508, 1.399)  -0.08
N (1.183, 0.157, 0.564)  -0.03
C (-0.465, 0.867, 0.260)  -0.49
N (-0.498, 2.034, -0.240)  0.05
H (1.497, 0.244, 1.534)  0.13
H (0.191, 2.216, -0.964)  0.02
H (2.452, 1.653, -0.228)  0.09
H (3.119, 0.017, -0.232)  0.08
H (1.845, 0.463, -1.394)  0.08
H (-1.330, -0.566, 1.586)  0.06
H (-2.399, 0.749, 1.138)  0.09
H (-1.081, 1.062, 2.298)  0.08
C (-0.884, -0.774, -0.997)  -0.22
N (-1.048, -2.107, -0.392)  -0.07
H (-0.140, -2.556, -0.310)  0.05
H (-1.648, -2.724, -0.933)  0.06
H (-1.879, -0.381, -1.206)  0.06
H (-0.335, -0.762, -1.954)  0.05
H (0.580, -0.701, 0.449)  0.09

Entry ii
Formula: C4H13N3
Source: the Open Molecules 2025 dataset
Level of theory: ωB97M-V with the def2-TZVPD basis set

Values from the calculation:
frontier orbital gap	9.36	eV
structure (SMILES)	C[C@@H](N)CNCN
HOMO level	-8.4786	eV
M	103.17	Da
lowest unoccupied orbital energy	0.9	eV

Last column: Löwdin charge in e.
Element x y z (Å)
C (-0.185, 2.179, 1.197)  -0.08
C (-0.115, 1.574, -0.153)  -0.51
N (0.642, 2.331, -1.166)  0.05
C (0.580, 0.201, 0.074)  -0.22
N (-0.494, -0.781, 0.465)  -0.09
C (0.030, -2.168, 0.430)  -0.28
N (-0.381, -3.234, -0.637)  -0.06
H (-0.364, 3.253, 0.979)  0.09
H (-0.869, 1.561, 1.898)  0.12
H (0.866, 2.174, 1.486)  0.07
H (-1.036, 1.238, -0.571)  0.11
H (1.077, 1.478, -1.517)  0.04
H (0.042, 2.354, -1.977)  0.07
H (0.910, -0.256, -0.928)  0.12
H (1.425, 0.274, 0.794)  0.12
H (-1.260, -0.228, 0.313)  0.05
H (-0.558, -2.533, 1.306)  0.09
H (1.208, -2.147, 0.604)  0.15
H (-1.487, -3.312, -0.715)  0.09
H (-0.182, -2.777, -1.598)  0.06

Energy comparison, zero being the most stable, in hartree: entry i 0.0259; entry ii 0.0000.

Entry i
Formula: C4H13N3
Source: the Open Molecules 2025 dataset
Level of theory: ωB97M-V with the def2-TZVPD basis set

Values from the calculation:
frontier orbital gap	9.23	eV
structure (SMILES)	CNCCNCN
HOMO level	-8.0485	eV
M	103.17	Da
lowest unoccupied orbital energy	1.2	eV

Last column: Löwdin charge in e.
Element x y z (Å)
C (-2.987, 0.283, 0.503)  -0.12
N (-1.895, 0.210, -0.456)  -0.16
C (-0.927, -0.903, -0.238)  -0.24
C (0.381, -0.575, -1.013)  -0.24
N (0.985, 0.638, -0.512)  -0.07
C (2.286, 0.517, 0.112)  -0.34
N (2.228, -0.097, 1.402)  0.01
H (-2.531, 0.426, 1.486)  0.07
H (-3.489, -0.692, 0.440)  0.08
H (-3.675, 1.071, 0.268)  0.07
H (-1.459, 0.773, -1.157)  0.08
H (-0.764, -1.188, 0.810)  0.10
H (-1.415, -1.778, -0.697)  0.10
H (0.005, -0.513, -2.044)  0.10
H (0.946, -1.512, -0.942)  0.12
H (0.310, 1.344, -0.323)  0.09
H (2.658, 1.536, 0.210)  0.11
H (3.006, 0.044, -0.584)  0.11
H (3.093, -0.031, 1.917)  0.06
H (1.836, -1.027, 1.436)  0.06

Entry ii
Formula: C4H13N3
Source: the Open Molecules 2025 dataset
Level of theory: ωB97M-V with the def2-TZVPD basis set

Values from the calculation:
frontier orbital gap	9.72	eV
structure (SMILES)	C[C@H](CN)NCN
HOMO level	-8.5926	eV
M	103.17	Da
lowest unoccupied orbital energy	1.1	eV

Last column: Löwdin charge in e.
Element x y z (Å)
C (-1.113, -0.145, 1.358)  -0.06
C (0.019, 0.271, 0.407)  -0.43
C (0.002, 1.768, 0.134)  -0.27
N (0.188, 2.523, 1.365)  0.00
N (0.030, -0.452, -0.848)  -0.05
C (0.554, -1.803, -0.808)  -0.33
N (0.960, -2.205, -2.137)  0.00
H (-0.882, 0.149, 2.370)  0.07
H (-2.059, 0.261, 0.988)  0.08
H (-1.219, -1.230, 1.332)  0.06
H (0.955, 0.043, 0.926)  0.13
H (-0.946, 2.052, -0.325)  0.11
H (0.776, 1.975, -0.601)  0.10
H (1.155, 2.508, 1.661)  0.07
H (-0.142, 3.471, 1.295)  0.06
H (-0.876, -0.406, -1.307)  0.12
H (-0.167, -2.510, -0.377)  0.11
H (1.442, -1.756, -0.173)  0.11
H (0.520, -3.053, -2.466)  0.06
H (0.801, -1.460, -2.796)  0.06

Entry iii
Formula: C4H13N3
Source: the Open Molecules 2025 dataset
Level of theory: ωB97M-V with the def2-TZVPD basis set

Values from the calculation:
frontier orbital gap	9.40	eV
structure (SMILES)	NCC[C@H](N)CN
HOMO level	-8.3859	eV
M	103.17	Da
lowest unoccupied orbital energy	1.0	eV

Last column: Löwdin charge in e.
Element x y z (Å)
N (0.621, 0.113, -2.692)  0.00
C (0.985, 1.003, -1.488)  -0.28
C (1.072, 0.169, -0.231)  -0.16
C (-0.332, -0.333, 0.333)  -0.37
N (-1.431, 0.565, -0.011)  0.03
C (-0.264, -0.395, 1.877)  -0.27
N (-0.853, -1.564, 2.481)  -0.01
H (1.435, 0.177, -3.299)  0.05
H (-0.018, 0.772, -3.139)  0.05
H (0.213, 1.788, -1.375)  0.09
H (1.764, 1.695, -1.835)  0.10
H (1.513, -0.821, -0.411)  0.11
H (1.608, 0.743, 0.535)  0.10
H (-0.467, -1.372, 0.039)  0.12
H (-2.308, 0.083, 0.066)  0.07
H (-1.405, 1.236, -0.750)  0.04
H (0.761, -0.378, 2.282)  0.11
H (-0.719, 0.517, 2.310)  0.11
H (-1.826, -1.735, 2.329)  0.06
H (-0.348, -2.261, 2.980)  0.05

Entry iv
Formula: C4H13N3
Source: the Open Molecules 2025 dataset
Level of theory: ωB97M-V with the def2-TZVPD basis set

Values from the calculation:
frontier orbital gap	9.99	eV
structure (SMILES)	NCCCNCN
HOMO level	-8.8485	eV
M	103.17	Da
lowest unoccupied orbital energy	1.1	eV

Last column: Löwdin charge in e.
Element x y z (Å)
N (3.212, -1.090, -0.183)  -0.02
C (1.835, -0.429, -0.526)  -0.26
C (0.647, -1.397, -0.566)  -0.20
C (-0.566, -0.979, 0.313)  -0.29
N (-1.165, 0.218, -0.253)  -0.10
C (-2.160, 1.020, 0.703)  -0.28
N (-1.836, 2.411, 0.385)  -0.03
H (3.111, -1.855, 0.426)  0.01
H (3.639, -0.330, 0.343)  0.05
H (1.571, 0.426, 0.126)  0.09
H (2.129, -0.073, -1.585)  0.12
H (0.116, -1.483, -1.519)  0.10
H (1.106, -2.375, -0.208)  0.12
H (-0.312, -0.723, 1.325)  0.10
H (-1.292, -1.767, 0.091)  0.11
H (-0.400, 0.969, -0.584)  0.13
H (-3.188, 0.645, 0.445)  0.09
H (-2.256, 0.776, 1.805)  0.11
H (-1.783, 2.515, -0.585)  0.03
H (-2.449, 3.203, 0.731)  0.10

Energy comparison, zero being the most stable, in hartree: entry i 0.0494; entry ii 0.0000; entry iii 0.0393; entry iv 0.0708.

Entry i
Formula: C2H5NO
Source: the Open Molecules 2025 dataset
Level of theory: ωB97M-V with the def2-TZVPD basis set

Values from the calculation:
frontier orbital gap (spin up / spin down)	6.90 / 9.40	eV
HOMO level (spin up / spin down)	-5.8170 / -10.6988	eV
M	59.07	Da
<S²>	2.0067
lowest unoccupied orbital energy (spin up / spin down)	1.1 / -1.3	eV
2S+1	3

Last column: Mulliken spin population.
Element x y z (Å)
C (-0.295, -0.457, 0.278)  0.83
C (1.092, 0.009, -0.057)  -0.02
N (-1.283, 0.227, -0.120)  0.41
O (-2.494, 0.024, -0.044)  0.67
H (-0.476, -1.547, 0.571)  0.03
H (1.173, 0.150, -1.093)  0.04
H (1.925, -0.623, 0.440)  0.00
H (1.304, 1.045, 0.373)  0.05
H (-0.947, 1.172, -0.348)  -0.01

Entry ii
Formula: C2H5NO
Source: the Open Molecules 2025 dataset
Level of theory: ωB97M-V with the def2-TZVPD basis set

Values from the calculation:
frontier orbital gap (spin up / spin down)	7.95 / 7.56	eV
HOMO level (spin up / spin down)	-7.1000 / -10.5533	eV
M	59.07	Da
<S²>	2.0368
lowest unoccupied orbital energy (spin up / spin down)	0.9 / -3.0	eV
2S+1	3

Last column: Mulliken spin population.
Element x y z (Å)
C (1.380, 0.572, 0.452)  0.92
C (-1.254, -0.191, -0.682)  -0.14
N (-0.569, -0.605, 0.428)  0.81
O (-1.205, 0.977, -1.159)  0.41
H (1.735, -0.446, 0.333)  0.01
H (1.509, 1.025, 1.400)  0.02
H (-0.516, -1.558, 0.791)  -0.04
H (-1.863, -0.945, -1.279)  0.00
H (0.782, 1.171, -0.285)  0.00

Energy comparison, zero being the most stable, in hartree: entry i 0.0062; entry ii 0.0000.